Record 1
C16H26BBrF3N4O5 | ωB97M-V/def2-TZVPD

Cartesian coordinates (Å):
C 1.229 -3.809 3.254
C 0.640 -3.505 1.991
N 0.171 -3.072 0.581
B 0.561 -4.016 -0.513
O -0.514 -4.871 -1.130
O 1.933 -4.262 -1.045
C 2.561 -5.427 -0.401
C -0.496 -1.902 0.565
N -0.721 -1.221 1.909
C -1.450 0.020 1.412
C -1.939 1.109 2.532
C -1.326 0.801 4.056
C -2.125 -0.404 4.829
Br -1.687 2.516 5.101
N -1.569 -0.046 -0.094
C -2.237 1.136 -0.739
O -1.326 2.144 -1.316
C -1.405 3.434 -0.614
C -0.198 4.381 -1.280
O 1.071 4.113 -0.554
C 2.202 3.955 -1.482
C 3.587 3.410 -0.724
N -1.022 -1.229 -0.646
C -1.111 -1.443 -2.110
C 0.001 -0.688 -3.047
O -0.578 0.500 -3.759
C 1.397 -0.275 -2.305
F 2.217 0.455 -3.344
F 1.266 0.665 -1.169
F 2.242 -1.405 -1.858
H 1.795 -3.972 4.291
H -1.363 -4.348 -1.226
H 1.770 -6.130 0.098
H 3.221 -5.983 -1.223
H 3.338 -4.985 0.390
H -3.125 1.073 2.576
H -1.650 2.219 2.302
H -0.161 0.675 4.039
H -1.563 -1.421 4.641
H -3.277 -0.450 4.546
H -2.084 -0.180 5.985
H -2.965 0.817 -1.630
H -2.945 1.737 0.011
H -2.469 3.896 -0.801
H -1.166 3.395 0.531
H -0.485 5.514 -1.339
H -0.037 3.931 -2.369
H 2.431 5.011 -1.983
H 2.000 3.156 -2.346
H 4.555 3.598 -1.391
H 3.764 3.906 0.320
H 3.556 2.228 -0.564
H -2.171 -1.026 -2.474
H -1.134 -2.578 -2.478
H 0.297 -1.438 -3.927
H -1.506 0.291 -4.080

## Properties
E_HOMO   -12.001 eV
LUMO energy   -3.78 eV
SMILES   C#CN(B(O)OC)c1nc(C[C@H](C)Br)n(COCCOCC)[n+]1C[C@@H](O)C(F)(F)F
Multiplicity   1
Total energy   -4118.2295 Eh
Charge   +1
Max |F|   10.55 eV/A
HOMO-LUMO gap   8.22 eV

=====

Record 2
CH8N3Si | ωB97M-V/def2-TZVPD

Cartesian coordinates (Å):
C -0.504 -0.274 -0.463
N -1.118 -0.771 0.666
N -0.805 -0.930 -1.621
N 0.179 0.833 -0.320
Si 0.641 2.218 0.387
H -1.454 -1.689 0.793
H -0.921 -0.541 1.615
H -1.659 -1.396 -1.488
H -0.593 -0.317 -2.384
H 1.998 -1.190 0.425
H -0.073 3.106 1.559
H 2.359 -1.684 0.905
H 1.951 2.635 -0.076

## Properties
E_HOMO   -14.986 eV
LUMO energy   -5.34 eV
Multiplicity   1
Total energy   -496.3506 Eh
Charge   +1
Energy relative to the best compared isomer or geometry (same formula, charge and spin)   87.9 kcal per mole
Max |F|   3.53 eV/A
HOMO-LUMO gap   9.65 eV

=====

Record 3
C5H17N3 | ωB97M-V/def2-TZVPD

Cartesian coordinates (Å):
C -1.646 -0.640 1.464
C 2.412 1.003 -1.392
C -0.818 0.906 -0.321
C -1.543 -0.303 0.019
C 1.713 0.060 -0.429
N 1.529 -1.263 -0.760
N -2.998 -0.137 -0.330
N 1.896 0.183 1.088
H -2.206 -1.485 1.751
H -0.782 -0.935 1.999
H -2.201 0.140 2.060
H 2.019 0.925 -2.338
H 2.166 2.047 -1.271
H 3.542 1.038 -1.232
H -0.440 1.524 0.480
H -0.744 1.133 -1.370
H -1.173 -1.234 -0.425
H 1.943 -1.542 -1.581
H 1.366 -2.038 -0.125
H -3.508 0.317 0.341
H -3.359 -0.982 -0.800
H -2.947 0.552 -1.153
H 2.455 1.062 1.363
H 2.380 -0.666 1.415
H 0.944 0.334 1.545

## Properties
E_HOMO (spin up / spin down)   -15.264 / -16.380 eV
LUMO energy (spin up / spin down)   -8.00 / -7.22 eV
Multiplicity   1
Total energy   -364.2126 Eh
Charge   +2
Energy relative to the best compared isomer or geometry (same formula, charge and spin)   90.6 kcal per mole
Max |F|   6.97 eV/A
HOMO-LUMO gap (spin up / spin down)   7.26 / 9.16 eV

=====

Record 4
C4H13N3 | ωB97M-V/def2-TZVPD

Cartesian coordinates (Å):
C 1.441 -0.005 -0.008
C -0.953 1.089 -0.912
C -1.126 -1.333 -0.441
C -0.561 -0.024 -0.002
N 2.018 0.989 0.597
N 2.008 -1.051 -0.511
N -1.000 0.259 1.419
H -0.783 1.925 -0.348
H -1.970 0.965 -1.232
H -0.482 1.050 -1.866
H -1.205 -2.031 0.408
H -0.796 -1.742 -1.409
H -2.156 -1.070 -0.685
H 1.507 1.843 0.792
H 2.953 1.236 0.308
H 1.498 -1.902 -0.844
H 3.064 -1.142 -0.595
H -1.984 0.281 1.466
H -0.748 1.165 1.881
H -0.724 -0.503 1.980

## Properties
E_HOMO   -20.028 eV
LUMO energy   -7.47 eV
Multiplicity   1
Total energy   -323.7928 Eh
Charge   +2
Energy relative to the best compared isomer or geometry (same formula, charge and spin)   62.8 kcal per mole
Max |F|   4.98 eV/A
HOMO-LUMO gap   12.56 eV

=====

Record 5
C6H5F6N2 | ωB97M-V/def2-TZVPD

Cartesian coordinates (Å):
C 0.254 -1.981 2.169
N -0.061 -1.311 0.933
C -1.049 -1.683 -0.019
C -1.043 -0.753 -0.966
N -0.031 0.113 -0.717
C 0.417 1.419 -1.594
F 1.625 1.064 -1.996
F -0.413 1.441 -2.616
C 0.200 2.666 -0.684
F -0.762 3.382 -1.192
F 1.315 3.397 -0.604
F -0.149 2.278 0.555
C 0.524 -0.285 0.435
F 1.620 0.196 0.915
H 1.361 -1.785 2.497
H -0.621 -1.665 2.695
H 0.227 -3.011 1.845
H -1.596 -2.768 0.119
H -1.818 -0.715 -1.775

## Properties
E_HOMO   -14.584 eV
LUMO energy   -2.97 eV
SMILES   Cn1cc[n+](C(F)(F)C(F)(F)F)c1F
Multiplicity   1
Total energy   -940.0426 Eh
Charge   +1
Energy relative to the best compared isomer or geometry (same formula, charge and spin)   21.4 kcal per mole
Max |F|   4.57 eV/A
HOMO-LUMO gap   11.61 eV

=====

Record 6
C3H5N4O | ωB97M-V/def2-TZVPD

Cartesian coordinates (Å):
N -1.108 -0.263 -2.616
C -0.826 0.027 -1.409
N -0.456 0.242 -0.329
C -0.188 0.540 0.917
C 0.740 0.005 1.705
N 1.624 -1.069 1.586
N 1.993 -1.498 0.368
O 2.869 -2.332 0.297
H -1.932 0.151 -2.980
H -0.847 -1.058 -3.145
H -0.727 1.248 1.542
H 0.777 0.528 2.702
H 2.371 -1.279 2.303

## Properties
E_HOMO   -13.328 eV
LUMO energy   -4.30 eV
SMILES   [NH2+]=C=N/C=C\NN=O
Multiplicity   1
Total energy   -411.1734 Eh
Charge   +1
Energy relative to the best compared isomer or geometry (same formula, charge and spin)   81.4 kcal per mole
Max |F|   4.91 eV/A
HOMO-LUMO gap   9.03 eV

=====

Record 7
C3BrF3 | ωB97M-V/def2-TZVPD

Cartesian coordinates (Å):
F -2.227 0.574 -0.190
C -1.098 -0.027 -0.415
C 0.591 0.624 -0.510
Br 2.046 1.023 -1.471
C 0.067 -0.399 0.445
F 0.427 -1.710 0.372
F 0.193 -0.084 1.769

## Properties
E_HOMO (spin up / spin down)   -9.565 / -9.718 eV
LUMO energy (spin up / spin down)   -1.63 / -1.65 eV
SMILES   FC1=C(Br)C1(F)F
Multiplicity   1
Total energy   -2987.7034 Eh
Energy relative to the best compared isomer or geometry (same formula, charge and spin)   2.1 kcal per mole
Max |F|   6.05 eV/A
HOMO-LUMO gap (spin up / spin down)   7.94 / 8.07 eV

=====

Record 8
C11H18AsCoF6N4 | ωB97M-V/def2-TZVPD

Cartesian coordinates (Å):
Co 0.122 -0.201 0.006
C 0.018 2.504 0.409
C 1.393 2.255 -0.176
N 1.779 0.848 0.179
C 2.329 0.718 1.568
C 1.301 0.112 2.486
C 1.409 -0.017 3.854
C 0.399 -0.691 4.535
C -0.678 -1.244 3.849
C -0.733 -1.084 2.481
C -1.758 -1.686 1.557
N -1.606 -1.130 0.173
C -2.644 -0.101 -0.169
C -2.182 1.217 0.417
N -0.811 1.394 -0.113
N 0.232 -0.396 1.850
H 0.008 2.471 1.499
H -0.393 3.462 0.088
H 1.359 2.316 -1.265
H 2.135 2.964 0.188
H 2.476 0.532 -0.493
H 3.201 0.062 1.535
H 2.672 1.687 1.931
H 2.261 0.390 4.381
H 0.461 -0.800 5.610
H -1.450 -1.791 4.372
H -1.602 -2.766 1.516
H -2.773 -1.524 1.921
H -1.675 -1.886 -0.506
H -2.690 -0.037 -1.257
H -3.624 -0.400 0.202
H -2.816 2.047 0.100
H -2.141 1.208 1.507
H -0.881 1.512 -1.139
F 0.227 -0.366 -1.800
As -0.220 0.378 -3.785
F 0.552 -1.053 -4.216
F 1.281 1.139 -3.512
F -0.602 1.017 -5.271
F -0.914 1.675 -2.817
F -1.662 -0.474 -3.453

## Properties
E_HOMO (spin up / spin down)   -17.362 / -17.362 eV
LUMO energy (spin up / spin down)   -8.85 / -8.85 eV
Multiplicity   1
Total energy   -4866.2950 Eh
Charge   +2
Energy relative to the best compared isomer or geometry (same formula, charge and spin)   26.3 kcal per mole
Max |F|   0.49 eV/A
HOMO-LUMO gap (spin up / spin down)   8.51 / 8.52 eV

=====

Look up the multiplicity of the sixth one. 1

=====

What is the max |F| in the sixth record? 4.91 eV/A

=====

Which value of multiplicity does entry 6 give? 1

=====

The lowest total energy belongs to which entry? C11H18AsCoF6N4